{"formula": "C40H87BrN6O12S", "method": "ωB97M-V/def2-TZVPD", "gap_ha": 0.3440, "smiles": "[H]/N=C/C[C@]1(CC(N)(N)N)NC(=O)[C@@](C[C@@H](C)Br)(N=C=O)[C@]1(CCC(=O)O)S(C)(=O)=O.CCOCC.CCOCC.CCOCC.CCOCC.CCOCC.CCOCC", "total_charge": 0, "elements": ["H", "N", "C", "C", "C", "C", "C", "N", "N", "N", "N", "C", "O", "C", "C", "C", "C", "Br", "N", "C", "O", "C", "C", "C", "C", "O", "O", "S", "C", "O", "O", "H", "H", "H", "H", "H", "H", "H", "H", "H", "H", "H", "H", "H", "H", "H", "H", "H", "H", "H", "H", "H", "H", "H", "H", "H", "H", "C", "C", "O", "C", "C", "H", "H", "H", "H", "H", "H", "H", "H", "H", "H", "C", "C", "O", "C", "C", "H", "H", "H", "H", "H", "H", "H", "H", "H", "H", "C", "C", "O", "C", "C", "H", "H", "H", "H", "H", "H", "H", "H", "H", "H", "C", "C", "O", "C", "C", "H", "H", "H", "H", "H", "H", "H", "H", "H", "H", "C", "C", "O", "C", "C", "H", "H", "H", "H", "H", "H", "H", "H", "H", "H", "C", "C", "O", "C", "C", "H", "H", "H", "H", "H", "H", "H", "H", "H", "H"], "coordinates": [[-4.2760, 3.6167, -5.9160], [-3.6998, 3.7178, -5.0826], [-4.4276, 4.0356, -4.1015], [-3.9228, 4.3032, -2.7095], [-3.9823, 3.1472, -1.6832], [-5.5057, 2.7657, -1.5093], [-6.3707, 1.7828, -2.3648], [-5.9125, 1.4918, -3.6893], [-6.5553, 0.5362, -1.6264], [-7.7430, 2.3970, -2.5087], [-3.6538, 3.8271, -0.3870], [-3.0855, 2.9493, 0.5163], [-2.7820, 3.2729, 1.6365], [-2.8354, 1.5530, -0.1669], [-1.4987, 1.0716, 0.4443], [-1.4539, 0.3884, 1.8196], [-2.5675, 0.5700, 2.8606], [-1.1849, -1.5621, 1.5352], [-4.0686, 0.8706, 0.2036], [-4.2287, -0.3273, 0.3245], [-4.3765, -1.4388, 0.4972], [-2.8271, 2.0826, -1.6558], [-2.8419, 1.0995, -2.8638], [-3.4399, -0.3033, -2.7595], [-2.5095, -1.4065, -2.3242], [-2.8772, -2.5528, -2.2353], [-1.2385, -1.0374, -2.1069], [-1.1843, 2.8945, -2.0554], [-0.8486, 4.3069, -1.0392], [-0.1139, 1.9592, -1.8206], [-1.2296, 3.3552, -3.4151], [-5.5035, 4.1890, -4.2407], [-4.5838, 5.0695, -2.3071], [-2.9475, 4.7636, -2.7824], [-5.6346, 2.4580, -0.4774], [-6.0168, 3.7243, -1.5643], [-6.3612, 2.0554, -4.3895], [-5.9819, 0.5143, -3.9177], [-7.0791, 0.7638, -0.7883], [-7.2055, -0.0156, -2.1790], [-7.6497, 3.2434, -3.0667], [-8.0501, 2.7387, -1.6010], [-4.4196, 4.3515, 0.0132], [-0.8484, 1.9337, 0.4849], [-1.0192, 0.4134, -0.2660], [-0.5181, 0.6714, 2.2793], [-3.3935, 1.1786, 2.5362], [-2.9582, -0.3968, 3.1604], [-2.1469, 1.0070, 3.7606], [-3.3395, 1.6265, -3.6646], [-1.8371, 0.9467, -3.2451], [-3.6620, -0.5992, -3.7850], [-4.3745, -0.3843, -2.2248], [-0.7267, -1.8599, -2.0691], [-1.4274, 5.1790, -1.3089], [0.2049, 4.5008, -1.2194], [-0.9730, 4.1117, 0.0198], [4.6615, 0.9149, -5.2827], [3.9304, 1.7868, -6.2908], [2.5230, 1.7713, -6.1588], [2.0134, 2.2130, -4.9109], [2.3901, 3.6433, -4.5651], [4.3202, -0.1185, -5.3552], [5.7355, 0.9435, -5.4708], [4.4989, 1.2482, -4.2566], [4.1360, 1.4203, -7.2974], [4.3072, 2.8139, -6.2476], [2.3139, 1.5283, -4.1103], [0.9298, 2.1399, -4.9903], [3.4711, 3.7708, -4.4621], [1.9277, 3.9306, -3.6203], [2.0502, 4.3269, -5.3447], [8.9797, 6.5711, -5.2468], [8.9643, 5.1461, -5.7742], [8.0033, 4.3117, -5.1562], [6.6528, 4.7138, -5.2834], [6.1588, 4.8009, -6.7163], [9.1532, 6.5768, -4.1700], [9.7735, 7.1400, -5.7313], [8.0385, 7.0889, -5.4360], [9.9251, 4.6735, -5.5710], [8.8352, 5.1406, -6.8626], [6.4872, 5.6626, -4.7580], [6.0744, 3.9587, -4.7500], [6.6991, 5.5496, -7.2973], [5.1011, 5.0670, -6.7305], [6.2835, 3.8403, -7.2178], [1.6999, -5.4923, 3.9643], [0.4397, -5.3624, 4.8033], [-0.5874, -4.6056, 4.1950], [-1.0798, -5.0910, 2.9595], [-1.6783, -6.4845, 3.0383], [2.0913, -4.5062, 3.7110], [2.4628, -6.0407, 4.5179], [1.5183, -6.0275, 3.0315], [0.6760, -4.8322, 5.7249], [0.0699, -6.3522, 5.0968], [-0.2979, -5.0476, 2.1922], [-1.8499, -4.3815, 2.6582], [-0.9424, -7.2343, 3.3311], [-2.0808, -6.7759, 2.0678], [-2.4845, -6.5093, 3.7732], [-4.6159, -11.8858, 5.2858], [-3.3226, -11.0884, 5.2706], [-3.2975, -10.0433, 4.3174], [-4.2880, -9.0425, 4.4614], [-4.2335, -8.3047, 5.7886], [-4.8145, -12.3082, 4.3003], [-4.5438, -12.7002, 6.0070], [-5.4733, -11.2717, 5.5644], [-2.4958, -11.7437, 4.9968], [-3.0986, -10.7015, 6.2715], [-5.2863, -9.4625, 4.2932], [-4.1069, -8.3363, 3.6517], [-4.4200, -8.9665, 6.6353], [-4.9877, -7.5176, 5.8097], [-3.2520, -7.8500, 5.9314], [3.2932, -1.7086, 8.5746], [2.0223, -1.5583, 9.3942], [0.9955, -0.8356, 8.7434], [0.5291, -1.3808, 7.5217], [-0.0502, -2.7792, 7.6415], [3.6820, -0.7299, 8.2915], [4.0529, -2.2315, 9.1562], [3.1262, -2.2784, 7.6596], [2.2397, -0.9923, 10.3001], [1.6564, -2.5399, 9.7171], [1.3224, -1.3587, 6.7656], [-0.2459, -0.6953, 7.1798], [0.6944, -3.5050, 7.9731], [-0.4307, -3.1071, 6.6733], [-0.8703, -2.7932, 8.3607], [6.3381, 4.8652, -0.6883], [6.2081, 3.8618, -1.8224], [6.1694, 2.5129, -1.3963], [5.0989, 2.1678, -0.5361], [3.7256, 2.3881, -1.1454], [7.2344, 4.6610, -0.1016], [6.4061, 5.8766, -1.0907], [5.4832, 4.8349, -0.0110], [7.0809, 3.9419, -2.4711], [5.3328, 4.0921, -2.4425], [5.1876, 2.6990, 0.4190], [5.2344, 1.1088, -0.3169], [3.5465, 3.4394, -1.3774], [2.9453, 2.0610, -0.4574], [3.6266, 1.8238, -2.0736]], "atomic_forces_ev_per_a": [[0.0523, 0.0062, -0.0987], [0.0459, 0.0962, 0.1425], [-0.1542, -0.0955, -0.2610], [0.0848, -0.0875, -0.5144], [-0.1669, 0.9010, 1.0744], [0.2834, -0.5279, -0.2523], [-1.3624, 0.3989, 0.3772], [0.8707, -0.0254, 0.0676], [0.1780, 0.0785, -0.3661], [0.4739, 0.0674, -0.0006], [-0.5682, -0.9231, -0.2863], [-0.0621, 0.3295, -0.1454], [-0.0414, -0.1931, 0.1571], [0.3590, 2.4432, 1.0739], [-0.3125, -0.8042, -0.4427], [-0.3918, -0.1710, 0.0125], [0.1685, -0.3427, 0.2143], [0.0905, 0.0245, 0.0016], [0.3040, -0.3613, -0.5893], [1.0357, 2.0382, -0.2749], [-0.9331, -2.3729, 0.3082], [-0.1830, -1.0115, -0.7596], [-0.1774, -0.1692, 0.0372], [0.4753, 0.3001, -0.0601], [-0.5464, -0.5784, 0.2155], [0.2270, 0.2085, -0.0557], [0.0873, 0.0154, -0.3725], [1.1692, 0.1605, -0.7016], [0.1225, 0.2036, 0.4749], [-0.2213, -0.2513, 0.6239], [-0.5951, 0.3989, -0.0455], [-0.1447, -0.0042, 0.1214], [-0.0848, 0.0799, 0.1789], [0.2159, -0.1903, -0.0292], [0.0040, -0.2268, 0.0912], [0.1232, 0.2486, -0.1441], [-0.1580, -0.0758, -0.1230], [-0.1285, -0.1001, -0.0605], [0.1901, -0.0973, 0.2364], [-0.0238, -0.1008, 0.0025], [-0.1003, 0.0152, -0.0935], [-0.0751, -0.1026, 0.0621], [0.2145, 0.4740, 0.0611], [0.0417, 0.2127, 0.1394], [0.1145, -0.1077, -0.0926], [0.1914, 0.0061, -0.0597], [-0.0459, 0.2134, -0.1128], [-0.1063, -0.1125, -0.0196], [0.0100, 0.2186, 0.0641], [-0.2122, 0.0782, -0.0964], [0.2140, 0.0640, 0.1659], [-0.1522, -0.0240, -0.1334], [-0.2002, 0.0094, 0.2203], [0.0437, 0.0252, 0.3173], [-0.2166, -0.0369, -0.1716], [0.1391, -0.0838, -0.1951], [-0.0376, -0.1378, 0.0979], [-0.0855, 0.0042, 0.0624], [0.1419, -0.0292, 0.0659], [-0.1062, -0.0458, -0.1146], [-0.0554, 0.0173, 0.1031], [0.1562, 0.0260, -0.0662], [0.0122, -0.0163, -0.0139], [0.0074, -0.0004, -0.0181], [0.0687, 0.0479, -0.0025], [-0.0905, 0.0159, -0.0313], [0.0001, 0.0059, 0.0402], [0.0366, 0.0388, 0.0242], [-0.0150, -0.0283, -0.0583], [-0.0107, -0.0265, 0.0861], [-0.0517, -0.0204, -0.0052], [-0.0512, -0.0018, 0.0114], [-0.1070, -0.0118, 0.0543], [0.0684, 0.0814, -0.0757], [0.0111, -0.1580, 0.0979], [-0.1223, 0.0876, -0.0188], [0.1408, 0.0142, -0.0807], [0.0243, 0.0007, 0.0078], [0.0281, -0.0118, 0.0031], [0.0199, 0.0153, -0.0583], [-0.0186, -0.0526, 0.0218], [-0.0360, 0.0361, 0.0026], [-0.0161, 0.0241, -0.0456], [0.0616, -0.0566, 0.0215], [-0.0390, 0.0620, 0.0383], [-0.0122, -0.0131, 0.0072], [-0.0236, -0.0113, -0.0066], [-0.0609, 0.0376, -0.1182], [0.1063, -0.1288, 0.0218], [-0.0695, 0.1757, 0.1248], [-0.0326, -0.0545, -0.1399], [0.0609, -0.0323, 0.1179], [0.0145, 0.0120, 0.0154], [0.0036, 0.0105, 0.0274], [0.0073, -0.0558, 0.0269], [-0.0287, 0.0175, 0.0177], [0.0052, -0.0201, -0.0551], [0.0199, -0.0524, 0.0137], [0.0115, 0.0558, 0.0525], [0.0073, -0.0249, -0.0646], [-0.0156, 0.0214, -0.0096], [-0.0200, 0.0173, -0.0091], [-0.0578, 0.0795, -0.0620], [-0.0078, -0.0643, 0.1026], [0.1042, 0.0262, -0.1356], [-0.1037, 0.0708, 0.0548], [0.0687, -0.0694, 0.0438], [0.0086, -0.0223, -0.0057], [0.0237, -0.0183, -0.0033], [0.0124, -0.0084, 0.0604], [0.0272, 0.0325, -0.0394], [-0.0464, 0.0098, 0.0085], [-0.0059, -0.0141, 0.0570], [0.0546, -0.0574, -0.0583], [-0.0659, 0.0074, -0.0030], [0.0025, 0.0166, -0.0209], [-0.0001, 0.0214, -0.0108], [-0.0511, 0.0283, -0.0973], [0.0666, -0.0846, 0.0481], [-0.0573, 0.1219, 0.0495], [0.0119, -0.0556, -0.1149], [0.0025, -0.0157, 0.0859], [0.0161, 0.0113, 0.0133], [0.0060, 0.0124, 0.0270], [0.0071, -0.0528, 0.0309], [-0.0418, 0.0360, 0.0004], [0.0125, -0.0200, -0.0426], [0.0116, -0.0433, 0.0068], [0.0011, 0.0463, 0.0402], [0.0216, -0.0063, -0.0582], [-0.0337, 0.0337, -0.0104], [-0.0137, 0.0096, -0.0026], [-0.0682, -0.0704, 0.0814], [0.0291, 0.1322, -0.0234], [0.0944, -0.0887, -0.0423], [-0.0785, 0.0088, 0.0739], [0.0193, 0.0693, -0.0685], [0.0249, 0.0119, -0.0103], [0.0266, 0.0022, -0.0217], [-0.0305, 0.0464, -0.0370], [0.0047, -0.1175, -0.0224], [-0.0282, 0.0308, 0.0540], [-0.0274, 0.0334, -0.0170], [0.0618, -0.0135, -0.0352], [-0.0358, 0.0078, 0.0531], [-0.0027, -0.0373, -0.0079], [-0.0368, -0.0198, 0.0046]], "mulliken_charge": [0.251, -0.343, -0.915, -0.938, 0.261, -2.371, 0.231, -0.197, -0.473, -0.748, -0.006, -0.912, -0.594, 1.431, -1.353, -0.220, -1.392, -0.126, -0.291, 0.437, -0.429, 1.666, -1.081, -1.223, 0.062, -0.644, -0.279, 1.030, -1.344, -0.427, -0.651, 0.418, 0.558, 0.372, 0.906, 0.754, 0.272, 0.275, 0.341, 0.306, 0.342, 0.315, 0.517, 0.270, 0.450, 0.780, 0.307, 0.407, 0.289, 0.237, 0.951, 0.805, 0.119, 0.376, 0.375, 0.550, 0.342, -0.712, 0.005, -0.508, -0.026, 0.111, 0.332, 0.433, -0.131, 0.371, -0.040, 0.149, 0.141, -0.431, -0.017, 0.329, -1.054, -0.375, -0.442, 0.516, -1.440, 0.280, 0.407, 0.272, 0.370, 0.323, 0.247, -0.234, 0.396, 0.395, 0.359, -1.228, 0.095, -0.283, -0.219, -1.194, 0.286, 0.418, 0.304, 0.039, 0.225, 0.329, 0.205, 0.270, 0.499, 0.181, -1.021, -0.329, -0.411, -0.367, -1.084, 0.290, 0.383, 0.262, 0.332, 0.301, 0.327, 0.344, 0.372, 0.381, 0.243, -0.990, -0.300, -0.435, -0.370, -0.865, 0.287, 0.381, 0.221, 0.349, 0.292, 0.298, 0.297, 0.278, 0.282, 0.291, -1.361, 0.414, -0.446, -0.658, -0.342, 0.311, 0.441, 0.298, 0.364, -0.258, 0.348, 0.358, 0.181, 0.366, -0.056]}